# 1
Below is a structure of composition C11H16NO5PdS2, with properties calculated with ωB97M-V/def2-TZVPD.

```
! wB97M-V def2-TZVPD RIJCOSX def2/J DEFGRID3
* xyz 0 4
Pd -1.124 1.007 -0.180
C -0.752 5.709 -1.953
O -0.260 4.436 -2.381
C -0.568 3.367 -1.667
S -1.516 3.434 -0.270
S 0.016 1.878 -2.218
H -0.380 6.422 -2.683
H -0.377 5.948 -0.959
H -1.841 5.709 -1.938
O 0.800 1.083 1.255
N 1.025 0.064 2.023
C 0.011 -0.585 2.637
C 0.259 -1.662 3.457
C 1.558 -2.101 3.659
C 2.585 -1.426 3.018
C 2.299 -0.351 2.206
H -0.968 -0.190 2.415
H -0.581 -2.151 3.930
H 1.766 -2.945 4.300
H 3.617 -1.724 3.139
H 3.029 0.234 1.669
C 0.496 -1.823 -2.397
C -0.666 -2.795 -2.168
C -1.386 -2.204 -0.950
O -0.467 -1.269 -0.346
C 0.817 -1.398 -0.977
H 0.170 -0.958 -2.975
H 1.344 -2.283 -2.903
H -0.282 -3.791 -1.940
H -1.328 -2.878 -3.028
H -1.645 -2.964 -0.211
H -2.286 -1.654 -1.215
H 1.395 -2.169 -0.453
H 1.323 -0.438 -0.893
O -2.840 0.182 1.098
O -3.243 0.286 -0.102
*
```

Relative energy (zero: lowest compared OMol25 entry of this formula, charge and spin)   0.2 kcal/mol
HOMO (alpha / beta)   -7.1 / -7.9 eV

# 2
Below is a cluster of 12 separate species, C28H74N3O16 in total in a non-equilibrium geometry, with properties calculated with ωB97M-V/def2-TZVPD.

```
! wB97M-V def2-TZVPD RIJCOSX def2/J DEFGRID3
* xyz 1 1
C 5.851 -8.328 -17.691
C 6.056 -6.891 -17.058
N 5.014 -6.513 -16.165
C 4.791 -5.269 -15.617
C 3.481 -5.293 -14.959
N 2.980 -6.540 -15.160
C 3.887 -7.259 -15.915
C 1.756 -6.974 -14.657
H 4.960 -8.497 -18.296
H 5.895 -9.001 -16.835
H 6.706 -8.494 -18.346
H 5.948 -6.082 -17.781
H 7.027 -6.711 -16.596
H 5.535 -4.488 -15.668
H 2.911 -4.576 -14.388
H 3.783 -8.254 -16.322
H 1.013 -7.092 -15.446
H 1.496 -6.236 -13.898
H 2.041 -7.841 -14.060
C 5.870 -7.099 -21.987
C 6.921 -7.025 -20.807
O 7.760 -8.141 -20.636
C 9.006 -8.191 -21.304
O 9.599 -7.301 -21.848
O 9.445 -9.509 -21.201
C 10.641 -9.979 -21.901
H 5.313 -6.162 -21.990
H 5.155 -7.921 -21.971
H 6.287 -6.921 -22.979
H 6.270 -6.960 -19.935
H 7.494 -6.098 -20.831
H 10.497 -9.942 -22.980
H 10.932 -10.956 -21.514
H 11.524 -9.393 -21.644
C -1.486 -8.262 -16.611
C -0.776 -9.466 -16.028
O -1.586 -10.572 -15.865
C -1.142 -11.621 -15.326
O 0.027 -11.931 -14.941
O -2.186 -12.425 -15.296
C -2.092 -13.553 -14.453
H -0.809 -7.940 -17.402
H -1.640 -7.537 -15.812
H -2.377 -8.388 -17.226
H -0.488 -9.199 -15.011
H 0.053 -9.652 -16.710
H -2.475 -13.273 -13.471
H -1.110 -14.024 -14.476
H -2.748 -14.264 -14.954
C -1.183 -7.933 -20.969
O -0.481 -9.114 -20.761
C -1.092 -10.154 -20.061
C -0.122 -11.238 -19.715
N 0.998 -10.583 -19.045
C 1.935 -11.631 -18.805
C 3.447 -11.262 -18.528
O 3.732 -10.241 -19.459
C 4.870 -10.604 -20.166
H -2.156 -8.090 -21.435
H -0.409 -7.381 -21.501
H -1.271 -7.312 -20.077
H -1.829 -10.426 -20.816
H -1.679 -9.772 -19.226
H 0.238 -11.738 -20.614
H -0.558 -12.026 -19.100
H 1.430 -9.942 -19.695
H 1.982 -12.235 -19.711
H 1.660 -12.341 -18.025
H 4.063 -12.160 -18.562
H 3.507 -10.888 -17.506
H 4.961 -11.624 -20.538
H 5.763 -10.346 -19.595
H 4.905 -10.122 -21.143
C -0.646 -9.097 -11.487
O 0.562 -9.051 -12.154
H -1.377 -9.453 -12.213
H -0.548 -9.804 -10.664
H -0.934 -8.129 -11.077
H 0.913 -9.943 -12.213
C 3.599 -10.928 -14.472
O 2.403 -10.205 -14.875
H 3.746 -11.689 -15.238
H 4.525 -10.382 -14.649
H 3.509 -11.338 -13.466
H 1.603 -10.726 -14.981
C 6.672 -3.561 -18.491
O 7.695 -4.110 -17.663
H 6.870 -3.908 -19.506
H 5.753 -4.021 -18.127
H 6.504 -2.488 -18.400
H 8.554 -3.716 -17.829
C 0.746 -3.775 -12.252
O 0.490 -3.449 -13.643
H 1.109 -2.919 -11.682
H -0.079 -3.947 -11.561
H 1.410 -4.629 -12.123
H -0.123 -2.717 -13.541
C 1.738 -7.008 -18.571
O 1.668 -8.136 -17.632
H 0.765 -6.552 -18.386
H 2.557 -6.322 -18.356
H 1.727 -7.231 -19.638
H 1.280 -8.928 -18.011
C 7.869 -11.585 -17.443
O 6.792 -11.387 -16.538
H 8.197 -10.596 -17.763
H 8.770 -11.977 -16.971
H 7.519 -12.124 -18.324
H 7.127 -10.934 -15.760
C 9.730 -8.018 -18.072
O 10.678 -9.012 -17.699
H 8.771 -8.504 -18.250
H 9.567 -7.311 -17.259
H 9.917 -7.461 -18.990
H 11.227 -8.600 -17.027
C 5.521 -2.484 -13.594
O 5.310 -2.171 -14.956
H 5.969 -3.419 -13.258
H 6.241 -1.781 -13.175
H 4.640 -2.461 -12.953
H 5.214 -1.216 -14.936
*
```

HOMO   -11.3 eV

# 3
Below is a structure of composition C20H29BBrCoF2NO10P2S2 in a non-equilibrium geometry, with properties calculated with ωB97M-V/def2-TZVPD.

```
! wB97M-V def2-TZVPD RIJCOSX def2/J DEFGRID3
* xyz -2 2
Co -0.223 -0.131 0.089
C 3.486 -2.172 3.253
C 2.012 -2.245 2.970
C 1.083 -2.637 3.911
C -0.257 -2.731 3.575
C -0.618 -2.371 2.288
Br -2.421 -2.658 1.767
N 0.217 -1.902 1.383
C 1.516 -1.895 1.715
H 3.845 -3.111 3.680
H 3.692 -1.373 3.971
H 4.053 -1.971 2.344
H 1.408 -2.898 4.914
H -1.005 -3.084 4.269
H 2.220 -1.626 0.936
O -0.425 2.747 -5.823
C -0.197 2.243 -4.756
C -1.127 1.292 -3.970
O -2.259 0.995 -4.272
C -0.386 0.870 -2.750
C 0.850 1.566 -2.737
O 1.793 1.582 -1.804
C 1.047 2.414 -3.900
O 1.989 3.133 -4.175
O -0.862 0.071 -1.911
C 6.905 -1.096 2.196
C 6.176 -0.432 1.041
C 5.720 0.981 1.363
O 5.018 -1.184 0.719
P 4.953 -2.121 -0.687
S 6.651 -3.227 -0.771
S 1.922 0.372 -0.592
O 3.812 -3.111 0.109
C 3.311 -4.229 -0.609
C 2.540 -5.083 0.379
C 2.430 -3.794 -1.776
H 6.250 -1.144 3.072
H 7.803 -0.528 2.465
H 7.192 -2.107 1.906
H 6.853 -0.413 0.181
H 5.069 0.977 2.242
H 5.153 1.397 0.530
H 6.578 1.631 1.567
H 4.166 -4.801 -0.985
H 1.672 -4.538 0.763
H 3.180 -5.350 1.223
H 2.184 -5.999 -0.101
H 1.655 -3.106 -1.424
H 1.945 -4.662 -2.234
H 3.013 -3.277 -2.539
F 0.882 2.662 0.677
B 1.033 1.295 0.853
F 1.579 1.040 2.124
C -1.416 1.071 3.382
O -2.413 0.656 2.444
P -1.990 0.797 0.881
O -3.448 0.453 0.237
C -3.570 -0.397 -0.903
O -2.069 2.422 0.811
C -1.839 3.022 -0.464
H -1.712 0.686 4.357
H -1.356 2.160 3.419
H -0.433 0.677 3.115
H -3.703 0.207 -1.799
H -4.440 -1.036 -0.741
H -2.684 -1.012 -1.042
H -2.250 4.030 -0.424
H -2.348 2.471 -1.261
H -0.772 3.069 -0.674
*
```

HOMO (alpha / beta)   -1.8 / -1.8 eV

# 4
Below is a cluster of 2 separate species, C5H12O2S in total in a non-equilibrium geometry, with properties calculated with ωB97M-V/def2-TZVPD.

```
! wB97M-V def2-TZVPD RIJCOSX def2/J DEFGRID3
* xyz 1 2
O 2.468 -1.249 -1.582
C 1.920 -0.948 -0.590
C 0.427 -1.153 -0.699
C -0.404 -0.230 0.192
C -0.141 1.191 0.013
S -0.828 2.096 -1.384
C -2.659 1.859 -1.045
H 2.458 -0.302 0.117
H 0.231 -2.193 -0.266
H 0.136 -1.152 -1.831
H -1.497 -0.547 0.009
H -0.256 -0.550 1.284
H -0.583 1.706 1.038
H 1.069 1.407 0.001
H -2.906 2.780 -0.462
H -3.386 1.784 -1.835
H -2.620 0.854 -0.419
H 2.364 -1.043 2.838
H 2.271 -2.583 2.253
O 1.935 -1.728 2.369
*
```

Relative energy (zero: lowest compared OMol25 entry of this formula, charge and spin)   38.5 kcal/mol
HOMO (alpha / beta)   -12.9 / -12.9 eV

# 5
Below is a cluster of 12 separate species, C36H84N12O12 in total in a non-equilibrium geometry, with properties calculated with ωB97M-V/def2-TZVPD.

```
! wB97M-V def2-TZVPD RIJCOSX def2/J DEFGRID3
* xyz 0 1
C 11.161 18.564 12.595
N 10.152 17.655 13.072
C 9.710 17.932 14.328
C 8.763 16.958 14.947
O 10.026 18.932 14.915
H 10.722 19.544 12.586
H 11.474 18.263 11.561
H 11.975 18.691 13.281
H 9.875 16.811 12.602
H 8.485 16.168 14.222
H 7.849 17.390 15.375
H 9.328 16.478 15.755
C 11.233 10.786 12.828
N 10.404 9.667 12.398
C 9.426 9.126 13.169
C 8.585 7.986 12.568
O 9.273 9.451 14.395
H 12.188 10.675 12.333
H 11.422 10.824 13.902
H 10.743 11.702 12.608
H 10.552 9.450 11.411
H 8.265 8.149 11.568
H 7.796 7.893 13.278
H 9.102 7.054 12.603
C 15.371 18.442 13.906
N 15.898 17.084 13.953
C 16.359 16.351 12.875
C 16.941 15.003 13.174
O 16.449 16.897 11.782
H 16.086 19.270 14.135
H 14.598 18.490 14.627
H 14.921 18.649 12.925
H 15.781 16.569 14.813
H 17.092 14.445 12.240
H 16.237 14.482 13.810
H 17.906 15.144 13.659
C 13.678 13.457 19.041
N 13.801 13.737 17.608
C 14.654 14.629 17.073
C 15.476 15.448 17.999
O 14.705 14.782 15.865
H 14.522 12.927 19.407
H 12.733 12.917 19.176
H 13.778 14.411 19.581
H 13.138 13.281 16.987
H 14.992 16.435 18.070
H 16.509 15.497 17.690
H 15.429 15.043 19.009
C 13.606 11.276 7.723
N 12.286 10.899 8.281
C 12.126 10.104 9.322
C 13.354 9.732 10.070
O 11.009 9.740 9.739
H 13.449 12.128 7.031
H 13.906 10.507 7.066
H 14.347 11.510 8.475
H 11.496 11.069 7.673
H 12.973 8.985 10.843
H 13.741 10.620 10.596
H 14.163 9.267 9.469
C 8.589 12.254 9.220
N 8.742 13.440 8.411
C 9.676 13.611 7.391
C 9.810 14.886 6.546
O 10.556 12.769 7.267
H 7.764 11.610 8.833
H 8.320 12.542 10.230
H 9.494 11.651 9.420
H 7.958 14.072 8.445
H 9.010 15.542 6.700
H 10.032 14.644 5.492
H 10.707 15.380 6.959
C 17.021 11.042 14.119
N 16.228 11.480 12.946
C 14.897 11.854 13.055
C 14.308 11.633 14.393
O 14.331 12.354 12.081
H 18.006 10.758 13.721
H 16.486 10.159 14.409
H 17.117 11.825 14.894
H 16.726 11.831 12.148
H 14.178 10.609 14.618
H 13.362 12.101 14.460
H 14.933 12.116 15.126
C 12.489 15.449 13.674
N 12.447 14.501 12.498
C 11.365 14.350 11.745
C 11.410 13.573 10.460
O 10.293 14.855 12.017
H 12.892 16.375 13.345
H 13.146 15.086 14.456
H 11.545 15.510 14.104
H 13.251 13.865 12.394
H 10.681 12.805 10.527
H 12.353 13.035 10.362
H 11.212 14.118 9.547
C 6.589 14.913 11.095
N 7.833 15.670 10.956
C 8.035 16.444 9.837
C 9.423 17.066 9.647
O 7.244 16.517 8.888
H 6.724 13.947 10.634
H 5.778 15.583 10.665
H 6.391 14.749 12.133
H 8.684 15.278 11.399
H 10.113 16.274 9.588
H 9.564 17.772 10.458
H 9.388 17.630 8.737
C 11.238 16.780 17.879
N 11.580 17.879 16.989
C 12.534 18.687 17.475
C 12.642 20.077 16.935
O 13.389 18.292 18.258
H 11.102 15.842 17.396
H 10.309 16.944 18.449
H 12.063 16.719 18.550
H 10.772 18.408 16.607
H 13.739 20.241 16.919
H 12.276 20.894 17.581
H 12.200 20.258 15.907
C 11.557 10.501 17.315
N 10.566 11.130 16.426
C 10.738 12.359 15.941
C 9.712 12.945 15.032
O 11.653 13.118 16.265
H 11.545 9.463 17.245
H 11.302 10.692 18.392
H 12.514 10.864 17.055
H 9.937 10.515 15.923
H 10.092 13.854 14.696
H 8.848 13.160 15.733
H 9.323 12.349 14.232
C 18.730 13.269 7.896
N 17.454 13.933 8.151
C 16.678 13.623 9.237
C 15.498 14.481 9.435
O 17.028 12.729 10.022
H 19.500 14.021 8.088
H 18.781 13.064 6.856
H 18.954 12.378 8.414
H 17.264 14.770 7.620
H 14.644 13.891 9.830
H 15.258 15.064 8.550
H 15.716 15.218 10.204
*
```

SMILES string   CNC(C)=O.CNC(C)=O.CNC(C)=O.CNC(C)=O.CNC(C)=O.CNC(C)=O.CNC(C)=O.CNC(C)=O.CNC(C)=O.CNC(C)=O.CNC(C)=O.CNC(C)=O
Relative energy (zero: lowest compared OMol25 entry of this formula, charge and spin)   30.9 kcal/mol
HOMO   -9.1 eV

# 6
Below is a structure of composition C40H34Cl4FN8O4S4Ta in a non-equilibrium geometry, with properties calculated with ωB97M-V/def2-TZVPD.

```
! wB97M-V def2-TZVPD RIJCOSX def2/J DEFGRID3
* xyz 2 1
Ta -0.239 1.564 -1.466
Cl -2.504 2.435 1.782
C -2.700 0.742 1.617
C -3.207 0.069 2.759
C -3.369 -1.268 2.693
Cl -3.775 -2.049 4.183
C -3.200 -2.006 1.456
C -3.636 -3.321 1.288
C -3.223 -4.043 0.184
C -2.516 -3.381 -0.874
N -2.310 -2.076 -0.784
C -2.683 -1.320 0.276
C -2.291 0.043 0.424
O -1.645 0.695 -0.551
H -3.415 0.593 3.709
H -4.204 -3.827 2.079
H -3.538 -5.084 0.025
H -2.202 -3.940 -1.764
F 0.595 -4.498 1.072
C 1.641 -3.612 1.091
C 1.494 -2.422 0.354
C 2.206 -1.320 0.780
C 1.794 0.008 0.253
O 0.886 -0.008 -0.678
C 2.588 1.130 0.649
C 3.620 0.946 1.532
N 4.159 -0.325 1.753
C 5.558 -0.494 1.978
C 6.096 -1.015 3.313
C 6.270 0.399 3.013
C 3.334 -1.499 1.554
C 3.605 -2.737 2.106
C 2.753 -3.874 1.909
N 2.844 -5.039 2.615
C 2.524 -6.331 2.001
C 1.772 -7.253 2.952
N 2.529 -7.320 4.231
C 2.703 -5.965 4.937
C 3.428 -5.019 3.958
C 2.239 2.520 0.185
O 2.909 3.495 0.388
O 1.031 2.583 -0.495
H 0.799 -2.340 -0.492
H 4.082 1.788 2.044
H 6.295 -0.834 1.186
H 7.017 -1.503 3.146
H 5.332 -1.326 4.078
H 7.285 0.600 2.659
H 5.726 1.132 3.627
H 4.514 -2.861 2.734
H 3.485 -6.802 1.575
H 1.908 -6.190 1.079
H 1.716 -8.285 2.569
H 0.753 -6.931 3.200
H 3.498 -7.657 4.062
H 2.145 -8.067 4.904
H 3.330 -6.192 5.819
H 1.695 -5.660 5.200
H 4.537 -5.286 3.947
H 3.315 -4.012 4.410
Cl -3.349 0.616 -4.254
C -2.094 -0.003 -5.292
C -2.467 -0.301 -6.601
C -1.516 -0.821 -7.468
C -0.143 -0.707 -7.221
C 0.253 -0.213 -5.999
Cl 1.942 0.004 -5.683
C -0.705 -0.062 -4.936
S -0.141 -0.203 -3.296
H -3.493 -0.186 -6.922
H -1.868 -1.314 -8.408
H 0.646 -0.995 -7.937
N 0.771 3.912 -2.676
N 1.004 2.599 -3.200
H 0.786 4.632 -3.363
H 1.536 4.074 -1.970
H 1.970 2.423 -3.443
H 0.391 2.430 -3.979
S -2.338 7.457 1.444
C -2.462 6.381 0.218
S -1.313 5.064 0.016
C -2.234 4.489 -1.377
N -3.254 5.253 -1.703
N -3.333 6.325 -0.877
C -4.346 7.293 -1.229
C -5.357 6.816 -2.097
C -6.411 7.677 -2.406
C -6.610 8.871 -1.715
C -5.606 9.287 -0.851
C -4.443 8.552 -0.669
S -1.988 3.046 -2.378
H -5.305 5.819 -2.505
H -7.113 7.419 -3.231
H -7.509 9.472 -1.832
H -5.627 10.267 -0.395
H -3.629 8.876 -0.001
*
```

Relative energy (zero: lowest compared OMol25 entry of this formula, charge and spin)   36.4 kcal/mol
HOMO   -10.6 eV

| no. | DFT total energy (eV) |
| --- | --- |
| 1 | -48538.415 |
| 2 | -67452.983 |
| 3 | -197211.843 |
| 4 | -20298.877 |
| 5 | -81151.632 |
| 6 | -159827.509 |